116
Properties=species:S:1:pos:R:3 method="wB97M-V/def2-TZVPD" lumo_ev="-2.9 / -3.0" s2=3.754 orbital_gap_ev="7.097 / 7.014" multiplicity=4 energy_ev=-97492.6592 charge=+1 homo_ha="-0.3678 / -0.3678"
V -0.111 -1.315 -2.888
C -0.328 -0.358 1.193
C -0.160 -0.757 -0.254
O 0.253 0.027 -1.148
O -0.604 -1.864 -0.697
H -0.060 -1.184 1.846
H -1.383 -0.093 1.281
H 0.273 0.520 1.423
C 2.742 -3.429 -0.792
C 2.768 -2.687 -2.073
O 1.690 -2.271 -2.538
N 3.872 -2.514 -2.793
C 5.210 -2.974 -2.413
H 2.850 -4.509 -0.895
H 1.799 -3.167 -0.318
H 3.554 -3.137 -0.121
H 3.821 -1.942 -3.621
H 5.781 -3.413 -3.228
H 5.148 -3.738 -1.644
H 5.723 -2.085 -2.042
C -0.402 2.028 4.143
C 0.923 1.315 4.303
O 0.993 0.131 4.596
N 2.071 2.034 4.161
C 2.180 3.432 3.780
H -0.552 2.916 4.752
H -1.138 1.297 4.472
H -0.485 2.225 3.072
H 2.900 1.518 4.421
H 3.137 3.685 3.326
H 2.026 4.109 4.622
H 1.422 3.644 3.024
C -4.216 -2.823 4.905
C -4.339 -1.430 4.369
O -4.413 -0.466 5.125
N -4.369 -1.292 3.029
C -4.404 -0.031 2.337
H -3.416 -2.819 5.646
H -4.004 -3.530 4.101
H -5.094 -3.158 5.455
H -4.307 -2.119 2.450
H -3.417 0.423 2.231
H -5.086 0.718 2.732
H -4.822 -0.210 1.345
C -3.014 2.166 -0.581
C -4.507 2.170 -0.348
O -4.998 2.379 0.745
N -5.244 2.014 -1.477
C -6.681 2.248 -1.514
H -2.842 1.241 -1.148
H -2.438 2.036 0.332
H -2.639 3.018 -1.146
H -4.764 1.772 -2.323
H -7.103 1.897 -2.452
H -6.879 3.316 -1.416
H -7.160 1.725 -0.688
C 0.566 3.416 0.041
C 0.306 4.823 -0.494
O -0.835 5.239 -0.627
N 1.377 5.618 -0.695
C 1.290 6.934 -1.285
H 1.604 3.353 0.381
H 0.269 2.611 -0.626
H -0.064 3.339 0.929
H 2.289 5.317 -0.399
H 1.759 7.636 -0.590
H 0.282 7.307 -1.430
H 1.832 7.019 -2.229
C -3.667 -1.711 -0.819
C -3.141 -2.570 0.345
O -3.930 -3.232 1.013
N -1.809 -2.613 0.481
C -1.168 -3.453 1.480
H -4.316 -0.936 -0.417
H -4.239 -2.290 -1.544
H -2.864 -1.254 -1.406
H -1.257 -1.959 -0.054
H -1.775 -3.993 2.201
H -0.558 -2.802 2.111
H -0.561 -4.203 0.971
O 1.275 0.243 -3.824
C 1.967 1.202 -3.559
O 1.427 2.351 -3.191
C 2.389 3.423 -3.293
C 3.721 2.679 -3.174
C 3.440 1.323 -3.789
H 2.209 4.128 -2.487
H 2.230 3.857 -4.282
H 3.871 2.614 -2.095
H 4.494 3.271 -3.659
H 3.955 0.502 -3.297
H 3.624 1.395 -4.863
O -1.420 -3.133 -3.232
C -1.369 -4.311 -2.928
O -0.211 -4.932 -2.827
C -0.347 -6.260 -2.273
C -1.836 -6.389 -1.892
C -2.520 -5.189 -2.501
H 0.337 -6.382 -1.436
H -0.046 -7.012 -3.000
H -2.050 -6.512 -0.833
H -2.197 -7.309 -2.354
H -3.136 -4.691 -1.756
H -3.083 -5.390 -3.414
O 4.947 1.571 3.718
C 4.934 1.306 2.548
O 5.968 1.594 1.749
C 5.712 1.220 0.400
C 4.210 1.016 0.357
C 3.819 0.611 1.781
H 6.204 0.290 0.110
H 5.975 2.024 -0.285
H 3.922 0.323 -0.439
H 3.748 1.970 0.086
H 3.924 -0.466 1.947
H 2.768 0.782 1.990